DFT (wB97M-V/def2-TZVPD) results for one molecule with the formula C4H7IN2 in a non-equilibrium geometry.

Output
HOMO energy (alpha / beta) = -7.771 / -7.619 eV
calculated total energy = -15339.2465 eV
SMILES = CN1CC=CN1I
relative energy (zero: lowest compared OMol25 entry of this formula, charge and spin) = 66.38 kcal per mole
orbital gap (alpha / beta) = 0.268 / 0.255 Eh

```
14
Properties=species:S:1:pos:R:3:lowdin_charge:R:1
C -0.41 1.75 -0.28 -0.050
C 0.59 1.56 0.57 -0.214
C -0.96 0.39 -0.71 -0.101
C -0.12 -1.87 0.33 -0.063
N 0.80 0.15 0.81 -0.235
N -0.16 -0.46 0.18 -0.253
I 3.00 -0.28 -0.20 0.239
H -0.87 2.67 -0.77 0.136
H 1.24 2.35 1.00 0.117
H -1.98 0.40 -0.57 0.097
H -0.89 0.06 -1.71 0.116
H -0.53 -2.30 -0.50 0.060
H 0.95 -2.16 0.73 0.089
H -0.67 -2.26 1.12 0.062
```

---

DFT (wB97M-V/def2-TZVPD) results for one molecule with the formula C4H7IO in a non-equilibrium geometry.

Output
HOMO energy = -9.254 eV
calculated total energy = -14408.2272 eV
SMILES = C=C(I)[C@H](C)O
relative energy (zero: lowest compared OMol25 entry of this formula, charge and spin) = 23.18 kcal per mole
orbital gap = 0.359 Eh

```
13
Properties=species:S:1:pos:R:3:lowdin_charge:R:1
C 0.34 2.02 -0.74 -0.052
C 0.68 0.77 -0.42 -0.735
C -0.69 -0.93 1.11 -0.062
C -0.33 -0.41 -0.40 -0.480
O 0.08 -1.48 -1.19 -0.082
I 2.56 0.21 0.33 0.881
H 1.12 2.82 -0.54 0.071
H -0.59 2.28 -1.22 0.062
H -0.94 -1.98 1.22 0.063
H -0.01 -0.71 1.95 0.043
H -1.62 -0.43 1.47 0.070
H -1.34 -0.10 -0.77 0.139
H 0.75 -2.06 -0.80 0.082
```

---

DFT (wB97M-V/def2-TZVPD) results for one molecule with the formula C4H7IS in a non-equilibrium geometry.

Output
HOMO energy = -8.560 eV
calculated total energy = -23195.5711 eV
SMILES = CC(=S)[C@@H](C)I
relative energy (zero: lowest compared OMol25 entry of this formula, charge and spin) = 19.96 kcal per mole
orbital gap = 0.302 Eh

```
13
Properties=species:S:1:pos:R:3:lowdin_charge:R:1
C 0.17 -1.15 -0.27 -0.785
C 0.69 -0.53 -1.53 -0.146
C -0.08 1.23 1.09 -0.216
C -0.84 -0.07 0.82 -0.868
S 0.69 -2.50 0.46 0.713
I -2.58 0.31 -0.13 0.879
H 1.37 -1.27 -1.96 0.070
H 1.19 0.36 -1.37 0.049
H -0.06 -0.38 -2.31 0.075
H 0.31 1.71 0.21 0.055
H 0.87 0.92 1.52 0.075
H -0.49 1.97 1.78 0.078
H -1.25 -0.59 1.68 0.021
```

---

DFT (wB97M-V/def2-TZVPD) results for C4H7KO as an isolated structure in a non-equilibrium geometry.

Output
charge = -1
multiplicity = 2
HOMO energy (alpha / beta) = -3.104 / -3.069 eV
calculated total energy = -22630.9779 eV
relative energy (zero: lowest compared OMol25 entry of this formula, charge and spin) = 1.01 kcal per mole
orbital gap (alpha / beta) = 0.212 / 0.211 Eh

```
13
Properties=species:S:1:pos:R:3:lowdin_spin:R:1
C -1.04 -2.25 0.68 0.112
C -0.76 -1.03 -0.17 0.033
C -1.53 0.09 -0.20 0.003
O -1.36 1.15 -0.94 0.003
K 0.70 2.44 -2.30 0.000
H -1.44 -3.07 0.05 0.032
H 0.07 -1.11 -0.88 0.002
H -0.08 -2.65 1.05 0.000
H -2.38 0.13 0.52 0.002
C -1.95 -2.05 1.84 0.717
H -2.90 -1.50 1.84 0.045
H -1.64 -2.34 2.84 0.051
H 2.64 2.71 -3.49 0.000
```

---

DFT (wB97M-V/def2-TZVPD) results for C4H7LaLiO2 as an isolated structure in a non-equilibrium geometry.

Output
charge = +3
HOMO energy (alpha / beta) = -18.945 / -18.880 eV
calculated total energy = -9383.1234 eV
relative energy (zero: lowest compared OMol25 entry of this formula, charge and spin) = 41.11 kcal per mole
orbital gap (alpha / beta) = 0.188 / 0.185 Eh

```
15
Properties=species:S:1:pos:R:3:lowdin_charge:R:1
O 0.34 0.91 1.39 -0.609
C 1.19 0.38 0.33 -0.326
C 1.26 1.44 -0.64 0.063
Li 2.79 0.48 1.97 0.871
La -1.68 -0.29 2.24 2.404
H 0.90 -0.58 -0.14 0.095
H 1.89 2.27 -0.30 0.116
H 1.61 1.14 -1.64 0.113
C -0.96 2.36 0.78 -0.245
C -1.06 1.72 -0.52 0.019
O -2.24 2.66 1.19 -0.021
H -0.43 3.04 1.46 0.164
H -1.99 1.25 -0.85 0.097
H -0.91 2.12 -1.51 0.115
H -2.27 3.45 1.75 0.145
```

---

DFT (wB97M-V/def2-TZVPD) results for C4H7LiLuO2 as an isolated structure in a non-equilibrium geometry.

Output
charge = +2
multiplicity = 2
HOMO energy (alpha / beta) = -15.774 / -17.415 eV
calculated total energy = -42162.4750 eV
relative energy (zero: lowest compared OMol25 entry of this formula, charge and spin) = 11.63 kcal per mole
orbital gap (alpha / beta) = 0.234 / 0.292 Eh

```
15
Properties=species:S:1:pos:R:3:lowdin_spin:R:1
O 1.95 0.72 -0.05 0.166
C 1.00 1.67 -0.21 0.620
C -0.41 1.31 0.15 0.079
Li 3.45 1.51 0.59 0.007
H 1.21 2.46 -0.94 0.033
H -0.53 1.30 1.25 0.021
H -1.09 2.08 -0.23 0.000
C -1.32 -1.03 0.40 0.005
C -0.83 -0.05 -0.39 0.023
O -1.81 -2.17 -0.10 0.004
H -1.35 -0.92 1.49 0.000
H -0.87 -0.18 -1.47 0.000
H 1.75 -3.04 -0.70 0.000
H -2.69 -2.35 0.24 0.000
Lu 1.57 -1.29 -0.03 0.043
```

---

Copy entry 5 word for word.
DFT (wB97M-V/def2-TZVPD) results for C4H7LaLiO2 as an isolated structure in a non-equilibrium geometry.

Output
charge = +3
HOMO energy (alpha / beta) = -18.945 / -18.880 eV
calculated total energy = -9383.1234 eV
relative energy (zero: lowest compared OMol25 entry of this formula, charge and spin) = 41.11 kcal per mole
orbital gap (alpha / beta) = 0.188 / 0.185 Eh

```
15
Properties=species:S:1:pos:R:3:lowdin_charge:R:1
O 0.34 0.91 1.39 -0.609
C 1.19 0.38 0.33 -0.326
C 1.26 1.44 -0.64 0.063
Li 2.79 0.48 1.97 0.871
La -1.68 -0.29 2.24 2.404
H 0.90 -0.58 -0.14 0.095
H 1.89 2.27 -0.30 0.116
H 1.61 1.14 -1.64 0.113
C -0.96 2.36 0.78 -0.245
C -1.06 1.72 -0.52 0.019
O -2.24 2.66 1.19 -0.021
H -0.43 3.04 1.46 0.164
H -1.99 1.25 -0.85 0.097
H -0.91 2.12 -1.51 0.115
H -2.27 3.45 1.75 0.145
```

---

Repeat the second record exactly.
DFT (wB97M-V/def2-TZVPD) results for one molecule with the formula C4H7IO in a non-equilibrium geometry.

Output
HOMO energy = -9.254 eV
calculated total energy = -14408.2272 eV
SMILES = C=C(I)[C@H](C)O
relative energy (zero: lowest compared OMol25 entry of this formula, charge and spin) = 23.18 kcal per mole
orbital gap = 0.359 Eh

```
13
Properties=species:S:1:pos:R:3:lowdin_charge:R:1
C 0.34 2.02 -0.74 -0.052
C 0.68 0.77 -0.42 -0.735
C -0.69 -0.93 1.11 -0.062
C -0.33 -0.41 -0.40 -0.480
O 0.08 -1.48 -1.19 -0.082
I 2.56 0.21 0.33 0.881
H 1.12 2.82 -0.54 0.071
H -0.59 2.28 -1.22 0.062
H -0.94 -1.98 1.22 0.063
H -0.01 -0.71 1.95 0.043
H -1.62 -0.43 1.47 0.070
H -1.34 -0.10 -0.77 0.139
H 0.75 -2.06 -0.80 0.082
```